# 1
The following is a quantum chemistry calculation of a single C3H7N3S molecule at a distorted geometry, from the Open Molecules 2025 dataset.

**LUMO level**: 0.66 eV
**HOMO**: -9.22 eV
**SMILES string**: [H]/N=C(/N/C=N/[H])SC
**Energy relative to the best compared isomer or geometry (same formula, charge and spin)**: 0.935 eV

```
14
C3H7N3S, DFT ωB97M-V/def2-TZVPD
S -1.35 1.09 -0.54
N 1.92 -2.23 -0.39
N 0.79 -0.29 -1.09
N 0.15 -0.51 1.14
C 1.71 -1.32 -1.24
C -1.94 1.70 1.05
C -0.04 -0.02 0.00
H -2.62 2.55 0.84
H -1.12 2.06 1.66
H -0.60 -0.23 1.82
H 2.22 -1.21 -2.19
H -2.48 0.92 1.60
H 2.63 -2.85 -0.77
H 0.72 0.36 -1.88
```


# 2
The following is a quantum chemistry calculation of 2 unconnected molecules or ions with the total composition C3H10N2S at a distorted geometry, from the Open Molecules 2025 dataset.

**LUMO level**: -0.38 eV
**HOMO**: -5.48 eV
**Energy relative to the best compared isomer or geometry (same formula, charge and spin)**: 2.288 eV

```
16
C3H10N2S, DFT ωB97M-V/def2-TZVPD
S -1.09 -0.21 0.17
N 2.00 0.50 -3.17
N 1.77 1.44 -1.12
C -2.14 -0.26 1.65
C -1.79 -1.40 2.60
C 2.15 0.45 -1.86
H -0.71 -1.49 2.69
H -2.27 -2.33 2.29
H -2.16 0.74 2.07
H -3.20 -0.41 1.40
H 1.50 1.22 -3.65
H 2.59 -0.41 -1.38
H -2.20 -1.26 3.61
H 2.46 -0.20 -3.73
H 1.17 2.19 -1.45
H 1.90 1.42 -0.12
```


# 3
The following is a quantum chemistry calculation of a single C6H8BrN molecule at a distorted geometry, from the Open Molecules 2025 dataset.

**LUMO level (alpha / beta)**: 0.34 / 0.34 eV
**HOMO (alpha / beta)**: -7.70 / -7.70 eV
**Energy relative to the best compared isomer or geometry (same formula, charge and spin)**: 3.296 eV

```
16
C6H8BrN, DFT ωB97M-V/def2-TZVPD
Br -3.55 0.45 -0.15
N -1.45 -1.45 0.28
C -2.18 -0.52 0.66
C 1.21 1.54 0.00
C -0.26 1.26 0.11
C 0.68 0.14 0.32
C -0.32 -1.90 -0.05
C 0.80 -1.02 -0.54
H -0.77 1.58 0.99
H 0.88 -0.24 1.40
H 1.57 1.71 -1.03
H -0.84 1.52 -0.81
H 1.86 2.01 0.70
H -0.17 -2.97 0.13
H 1.84 -1.46 -0.32
H 0.69 -0.66 -1.68
```


# 4
The following is a quantum chemistry calculation of a single C19H15FN4O2S2 molecule, from the Open Molecules 2025 dataset.

**LUMO level**: 0.28 eV
**HOMO**: -7.91 eV
**SMILES string**: C/C(N)=C(/C#N)C(=O)CSc1nc2scc(-c3ccc(F)cc3)c2c(=O)n1C
**Energy relative to the best compared isomer or geometry (same formula, charge and spin)**: 0.000 eV

```
43
C19H15FN4O2S2, DFT ωB97M-V/def2-TZVPD
S -1.41 -2.82 0.20
S -0.02 1.11 -3.11
F -1.30 7.68 1.39
O -1.88 1.93 1.43
O 0.63 -5.63 -1.06
N 3.72 -3.77 1.15
N -0.78 -0.80 -1.37
N -1.61 -0.23 0.75
N 1.63 -1.26 0.42
C -0.64 2.82 -1.25
C 1.60 -2.39 0.20
C 2.77 -4.44 0.48
C -1.14 6.50 0.75
C -0.91 1.52 -0.71
C -1.64 6.36 -0.53
C -1.49 1.17 0.56
C -0.56 -3.58 -1.21
C -2.14 -0.70 2.01
C -0.17 2.73 -2.52
C 2.97 -5.90 0.31
C 0.61 -4.45 -0.77
C -0.32 4.26 0.75
C -1.47 5.15 -1.17
C -0.62 0.51 -1.61
C 1.67 -3.77 -0.03
C -0.82 4.09 -0.54
C -1.24 -1.12 -0.20
C -0.48 5.47 1.40
H -2.15 7.18 -1.00
H 0.19 3.45 1.23
H -3.04 -1.30 1.85
H -1.27 -4.20 -1.74
H 2.11 -6.44 0.70
H -1.40 -1.30 2.53
H -0.23 -2.74 -1.84
H -1.86 5.01 -2.17
H 3.64 -2.78 1.28
H 4.53 -4.25 1.51
H 3.03 -6.15 -0.74
H 3.87 -6.23 0.82
H -0.11 5.61 2.40
H -2.39 0.19 2.60
H 0.13 3.54 -3.16
```


# 5
The following is a quantum chemistry calculation of 2 unconnected molecules or ions with the total composition C25H52F7N2O5PSi at a distorted geometry, from the Open Molecules 2025 dataset.

**LUMO level**: -0.50 eV
**HOMO**: -9.07 eV
**Energy relative to the best compared isomer or geometry (same formula, charge and spin)**: 0.000 eV

```
93
C25H52F7N2O5PSi, DFT ωB97M-V/def2-TZVPD
P 0.10 -6.01 -2.20
Si -2.13 4.62 1.11
F -1.52 -6.32 -2.12
F 4.25 -1.66 1.25
F -0.33 -4.99 -3.44
F -0.29 -4.68 -1.25
F 1.16 -6.49 -3.36
F 0.14 -7.59 -1.73
F 1.44 -5.87 -1.23
O -3.12 -4.82 0.62
O 2.31 2.17 -1.59
O 5.40 1.68 1.33
O 6.22 -1.55 0.13
O -0.80 3.65 0.81
N -0.62 0.00 1.68
N 2.07 0.31 0.30
C 5.08 -1.11 0.30
C 1.83 -0.95 -0.48
C -4.24 -2.80 0.00
C -0.42 0.66 0.39
C -1.76 6.45 0.93
C -3.40 4.20 -0.23
C 5.66 3.01 1.75
C -0.20 2.97 1.92
C 0.36 -0.67 -2.60
C 4.07 1.26 1.51
C 1.74 -0.86 -2.00
C -2.96 4.32 2.77
C -3.80 -1.85 -1.11
C 1.06 2.25 -0.94
C -2.97 -2.55 -2.19
C 0.95 1.31 0.28
C -2.03 -0.12 2.06
C 1.06 2.24 1.54
C -1.94 -1.59 -2.84
C -0.53 -1.91 -2.38
C 4.49 0.01 -0.53
C 3.44 0.91 0.15
C -2.01 -5.45 1.23
C -3.06 -3.42 0.76
C 3.38 2.21 -0.69
H -0.93 2.32 2.38
H -0.84 6.75 1.41
H -3.17 -3.20 1.82
H -1.74 6.67 -0.14
H 6.73 3.14 1.70
H 4.15 -0.47 -1.45
H -2.70 0.41 1.38
H 3.54 2.07 2.01
H 3.36 3.10 -0.06
H -0.59 -0.10 -0.37
H -3.00 3.26 2.98
H -3.22 -1.04 -0.65
H -2.43 -3.39 -1.78
H -3.99 4.62 2.64
H -0.20 0.18 -2.24
H 4.27 2.30 -1.30
H -3.52 5.01 -0.93
H -2.21 -0.57 -2.56
H -2.03 -1.66 -3.91
H 5.35 0.58 -0.82
H -2.55 4.87 3.60
H 0.25 2.10 -1.64
H -2.17 -5.54 2.30
H 4.02 0.41 2.19
H -2.61 7.00 1.32
H 2.42 -0.14 -2.45
H 1.85 2.96 1.42
H 2.05 -0.01 1.27
H 0.94 -1.46 -0.13
H -3.01 3.36 -0.81
H 0.95 3.28 -0.60
H -4.84 -3.61 -0.39
H 2.59 -1.67 -0.24
H -4.34 3.86 0.18
H -2.36 -1.15 2.06
H 0.45 -0.53 -3.67
H 0.06 3.70 2.68
H 5.37 3.16 2.79
H -0.56 -2.11 -1.31
H -4.86 -2.27 0.72
H -2.12 -3.04 0.36
H -1.92 -6.43 0.77
H -2.22 0.27 3.05
H -3.65 -2.90 -2.96
H -4.69 -1.46 -1.58
H -1.19 1.38 0.18
H 1.32 1.60 2.38
H -1.09 -4.91 1.05
H -0.23 -0.93 1.65
H -0.09 -2.71 -2.95
H 5.22 3.75 1.10
H 2.10 -1.82 -2.36
```